No. 1
176
Properties=species:S:1:pos:R:3 method="wB97M-V/def2-TZVPD" orbital_gap_ev=8.256 charge=0 e_lumo_ev=0.35 homo_energy_ev=-7.9034
C 5.137 -4.520 -1.274
C 4.606 -3.157 -1.758
C 5.710 -2.137 -1.465
C 4.334 -3.211 -3.243
C 3.592 -1.929 -3.679
C 2.232 -1.800 -3.004
C 2.415 -1.843 -1.440
C 2.829 -0.442 -0.935
C 1.006 -2.168 -0.915
N 3.313 -2.927 -1.081
O 3.457 -3.005 0.324
H 5.314 -4.487 -0.197
H 4.445 -5.363 -1.352
H 6.068 -4.720 -1.803
H 6.605 -2.338 -2.047
H 5.344 -1.149 -1.764
H 5.856 -1.973 -0.396
H 5.255 -3.296 -3.821
H 3.736 -4.097 -3.470
H 4.266 -1.089 -3.511
H 3.528 -1.945 -4.771
H 1.486 -2.495 -3.388
H 1.842 -0.814 -3.271
H 1.980 0.060 -0.469
H 3.142 0.198 -1.761
H 3.609 -0.517 -0.178
H 0.972 -2.282 0.171
H 0.676 -3.115 -1.348
H 0.248 -1.440 -1.213
H 3.151 -3.894 0.538
C -2.960 3.688 -5.574
C -2.612 2.675 -4.461
C -1.564 1.668 -4.925
C -2.004 3.437 -3.303
C -2.956 4.163 -2.378
C -4.004 3.163 -1.827
C -4.678 2.326 -2.916
C -5.251 1.081 -2.194
C -5.885 3.138 -3.439
N -3.731 1.894 -3.928
O -4.347 1.156 -4.944
H -3.690 4.411 -5.210
H -2.064 4.261 -5.814
H -3.317 3.161 -6.456
H -1.788 1.044 -5.796
H -0.618 2.114 -5.250
H -1.337 0.967 -4.119
H -1.420 2.773 -2.651
H -1.255 4.181 -3.588
H -2.569 4.667 -1.492
H -3.571 4.910 -2.898
H -4.667 3.738 -1.174
H -3.450 2.607 -1.064
H -4.684 0.790 -1.310
H -5.238 0.237 -2.888
H -6.300 1.215 -1.933
H -5.510 4.096 -3.808
H -6.674 3.323 -2.710
H -6.413 2.646 -4.260
H -4.130 0.227 -4.805
C 3.415 1.486 4.044
C 3.971 0.128 3.601
C 2.847 -0.750 3.024
C 5.043 0.318 2.551
C 6.037 -0.834 2.330
C 6.606 -1.246 3.678
C 5.500 -1.626 4.736
C 4.891 -2.940 4.307
C 6.303 -1.686 6.052
N 4.595 -0.467 4.810
O 3.721 -0.540 5.916
H 2.679 1.859 3.333
H 2.856 1.442 4.980
H 4.269 2.130 4.254
H 2.107 -0.179 2.460
H 3.094 -1.547 2.325
H 2.241 -1.130 3.854
H 4.584 0.592 1.600
H 5.690 1.119 2.930
H 5.500 -1.718 1.965
H 6.818 -0.627 1.600
H 7.314 -0.487 4.028
H 7.234 -2.143 3.685
H 5.640 -3.732 4.258
H 4.382 -2.880 3.347
H 4.137 -3.249 5.038
H 6.327 -0.691 6.491
H 7.290 -2.091 5.847
H 5.766 -2.309 6.773
H 4.155 0.013 6.574
C -2.596 -5.609 -1.562
C -3.389 -4.284 -1.549
C -2.505 -3.430 -0.605
C -3.428 -3.741 -2.969
C -4.719 -4.201 -3.698
C -5.969 -4.017 -2.857
C -5.925 -4.841 -1.526
C -7.163 -4.480 -0.730
C -5.889 -6.344 -1.852
N -4.695 -4.406 -0.859
O -4.567 -5.119 0.373
H -2.559 -6.143 -0.615
H -2.910 -6.315 -2.338
H -1.560 -5.380 -1.831
H -3.075 -2.550 -0.266
H -2.336 -3.843 0.391
H -1.605 -3.071 -1.096
H -3.425 -2.648 -2.948
H -2.597 -4.084 -3.581
H -4.982 -3.555 -4.545
H -4.611 -5.196 -4.131
H -6.863 -4.319 -3.405
H -6.107 -2.973 -2.565
H -7.564 -3.506 -0.998
H -6.949 -4.541 0.341
H -7.912 -5.274 -0.773
H -6.456 -6.584 -2.757
H -6.399 -6.953 -1.102
H -4.866 -6.686 -1.962
H -4.678 -4.398 1.004
C -0.231 6.328 2.514
C 1.108 6.569 1.768
C 1.055 7.839 0.930
C 2.161 6.676 2.895
C 3.613 6.618 2.437
C 3.869 5.348 1.614
C 2.777 5.123 0.533
C 3.118 5.891 -0.747
C 2.811 3.587 0.238
N 1.428 5.321 1.063
O 0.438 5.133 0.065
H -0.290 6.961 3.409
H -1.074 6.505 1.847
H -0.404 5.378 3.030
H 0.725 8.678 1.546
H 2.071 8.071 0.605
H 0.405 7.742 0.063
H 1.974 7.620 3.413
H 1.988 5.825 3.555
H 3.964 7.471 1.845
H 4.244 6.738 3.323
H 4.095 4.477 2.225
H 4.709 5.600 0.963
H 3.606 6.844 -0.537
H 2.217 6.022 -1.350
H 3.778 5.322 -1.406
H 3.818 3.328 -0.107
H 2.151 3.263 -0.566
H 2.567 3.091 1.174
H 0.029 4.288 0.309
N -2.177 0.950 0.340
C -0.893 1.327 0.677
N -0.255 0.226 1.160
O -0.439 2.462 0.623
H -2.607 0.106 0.661
H -2.719 1.705 -0.061
H -0.556 -0.656 0.794
H 0.652 0.341 1.576
C -0.319 -3.162 4.382
C -1.284 -2.054 4.045
O -1.676 -2.243 2.682
H 0.451 -3.215 3.613
H -0.844 -4.095 4.579
H 0.227 -2.925 5.300
H -0.766 -1.099 4.193
H -2.194 -2.056 4.653
H -2.267 -1.531 2.417
C -5.821 -1.410 0.625
C -5.557 -0.237 1.593
O -4.343 -0.682 2.175
H -5.647 -2.352 1.147
H -4.963 -1.479 -0.051
H -6.773 -1.392 0.100
H -6.376 -0.198 2.316
H -5.532 0.694 1.019
H -4.221 -0.269 3.040



No. 2
212
Properties=species:S:1:pos:R:3 method="wB97M-V/def2-TZVPD" orbital_gap_ev=10.502 charge=0 e_lumo_ev=0.43 homo_energy_ev=-10.0745
C -2.978 -3.158 -4.161
C -1.681 -2.455 -3.748
O -1.626 -2.397 -2.360
P -0.789 -1.163 -1.574
O 0.633 -0.899 -1.862
O -0.945 -1.500 -0.015
C -0.142 -1.018 1.010
C -1.056 -0.243 2.057
O -1.735 0.188 -1.724
C -1.860 0.906 -2.988
C -1.629 2.431 -2.650
H -2.987 -3.470 -5.206
H -2.996 -4.026 -3.502
H -3.850 -2.539 -3.948
H -0.822 -3.096 -3.944
H -1.369 -1.579 -4.316
H 0.522 -1.815 1.344
H 0.629 -0.319 0.685
H -1.962 -0.806 2.279
H -0.612 -0.171 3.050
H -1.417 0.759 1.825
H -1.251 0.593 -3.836
H -2.842 0.934 -3.460
H -1.684 3.146 -3.472
H -2.425 2.794 -2.000
H -0.623 2.550 -2.248
C -7.118 10.405 2.103
C -6.087 11.075 3.021
O -6.710 11.680 4.122
P -7.785 12.806 4.060
O -7.394 13.770 2.943
O -9.143 11.913 3.909
C -10.441 12.348 4.382
C -11.034 13.211 3.230
O -7.923 13.556 5.473
C -6.898 14.447 5.909
C -5.899 14.009 6.875
H -7.485 9.451 2.483
H -8.046 10.971 2.021
H -6.635 10.135 1.164
H -5.391 10.317 3.379
H -5.425 11.717 2.439
H -10.920 11.391 4.589
H -10.548 12.980 5.263
H -10.953 12.889 2.191
H -12.100 13.315 3.434
H -10.543 14.184 3.229
H -6.326 14.723 5.024
H -7.411 15.369 6.181
H -5.444 13.045 6.649
H -5.135 14.771 6.719
H -6.230 14.167 7.902
C 5.315 1.478 -5.143
C 5.141 2.815 -4.606
O 6.216 3.584 -4.317
P 6.181 4.572 -3.056
O 5.466 5.864 -3.271
O 5.459 3.758 -1.868
C 5.667 4.015 -0.503
C 4.512 4.709 0.066
O 7.849 4.683 -2.693
C 8.652 5.396 -3.529
C 9.088 4.836 -4.888
H 6.044 1.466 -5.953
H 5.778 0.984 -4.289
H 4.380 1.024 -5.470
H 4.654 3.264 -5.471
H 4.471 2.756 -3.748
H 5.767 3.061 0.015
H 6.559 4.621 -0.344
H 3.575 4.270 -0.279
H 4.458 4.929 1.132
H 4.410 5.717 -0.336
H 8.012 6.263 -3.693
H 9.412 5.736 -2.825
H 9.799 5.592 -5.222
H 9.602 3.875 -4.922
H 8.282 4.910 -5.618
C -2.508 6.674 -10.207
C -3.424 5.634 -10.734
O -3.045 5.072 -12.055
P -2.163 3.716 -12.185
O -2.577 2.498 -11.374
O -2.075 3.585 -13.772
C -2.878 2.790 -14.651
C -3.994 3.546 -15.230
O -0.695 4.295 -11.759
C 0.276 4.876 -12.642
C 1.645 4.717 -11.933
H -2.419 7.677 -10.624
H -2.706 6.813 -9.144
H -1.478 6.321 -10.150
H -3.457 4.754 -10.092
H -4.396 6.126 -10.766
H -2.285 2.329 -15.441
H -3.330 1.907 -14.201
H -3.592 4.378 -15.807
H -4.764 3.040 -15.813
H -4.541 4.065 -14.443
H 0.291 4.298 -13.565
H 0.042 5.905 -12.915
H 1.838 5.168 -10.960
H 1.763 3.686 -11.598
H 2.473 4.664 -12.639
C 6.902 -4.571 15.145
C 5.359 -4.615 14.817
O 4.970 -5.969 14.993
P 3.469 -6.432 14.623
O 3.277 -7.974 14.754
O 3.391 -5.907 13.060
C 2.220 -6.004 12.201
C 2.512 -4.979 11.167
O 2.470 -5.465 15.446
C 2.486 -5.462 16.825
C 1.149 -5.814 17.394
H 7.116 -4.769 16.196
H 7.554 -5.174 14.513
H 7.350 -3.579 15.088
H 4.862 -3.945 15.518
H 5.204 -4.343 13.773
H 1.980 -6.968 11.752
H 1.353 -5.638 12.751
H 1.679 -4.846 10.477
H 2.666 -3.974 11.559
H 3.305 -5.141 10.437
H 3.225 -6.158 17.221
H 2.813 -4.453 17.076
H 0.445 -5.296 16.743
H 1.095 -6.899 17.308
H 0.835 -5.664 18.427
C -4.713 -10.582 6.216
C -3.972 -9.731 5.164
O -4.720 -8.727 4.540
P -5.177 -8.817 2.916
O -6.036 -10.019 2.589
O -6.048 -7.497 2.555
C -5.448 -6.283 2.057
C -6.101 -5.968 0.718
O -3.804 -8.782 2.051
C -3.959 -8.898 0.623
C -3.812 -10.397 0.150
H -5.369 -11.283 5.700
H -3.887 -11.068 6.735
H -5.238 -9.911 6.897
H -3.151 -9.116 5.533
H -3.611 -10.305 4.310
H -5.555 -5.456 2.759
H -4.361 -6.343 1.999
H -5.739 -5.060 0.235
H -6.174 -6.737 -0.050
H -7.155 -5.802 0.942
H -4.903 -8.512 0.239
H -3.141 -8.345 0.161
H -4.732 -10.972 0.048
H -3.521 -10.406 -0.900
H -2.970 -10.879 0.649
C 10.135 -7.606 -2.412
C 11.167 -6.627 -2.052
O 10.847 -6.016 -0.876
P 10.135 -4.505 -0.726
O 10.277 -3.868 0.637
O 10.658 -3.676 -1.994
C 11.850 -3.014 -1.883
C 11.617 -1.501 -1.970
O 8.606 -4.760 -1.176
C 7.675 -5.051 -0.177
C 6.571 -5.923 -0.642
H 10.099 -7.882 -3.466
H 10.349 -8.507 -1.838
H 9.196 -7.221 -2.014
H 12.185 -6.990 -1.912
H 11.418 -5.944 -2.864
H 12.271 -3.149 -0.887
H 12.565 -3.361 -2.629
H 10.779 -1.475 -2.666
H 11.160 -1.409 -0.984
H 12.336 -0.718 -2.209
H 8.015 -5.313 0.825
H 7.324 -4.031 -0.023
H 6.666 -6.952 -0.293
H 5.551 -5.666 -0.356
H 6.636 -6.071 -1.720
C -8.772 -4.036 -17.323
C -8.514 -5.355 -16.684
O -7.340 -5.371 -15.839
C -6.890 -6.391 -15.090
O -7.430 -7.519 -15.041
O -5.841 -5.967 -14.450
C -5.039 -6.762 -13.588
H -9.787 -3.974 -17.714
H -8.114 -3.728 -18.135
H -8.773 -3.362 -16.466
H -8.250 -5.925 -17.575
H -9.363 -5.903 -16.276
H -5.601 -6.981 -12.680
H -4.094 -6.252 -13.401
H -4.921 -7.776 -13.970
C -1.190 1.820 11.293
C -0.971 3.130 10.483
O 0.154 3.944 11.068
C 1.340 3.406 11.020
O 1.636 2.364 10.415
O 2.207 4.092 11.772
C 3.523 3.539 11.807
H -1.084 2.082 12.346
H -0.496 1.004 11.091
H -2.171 1.352 11.208
H -1.903 3.688 10.576
H -0.694 3.080 9.430
H 3.995 3.185 10.891
H 3.450 2.585 12.331
H 4.223 4.203 12.313